Entry 1:
Below is C42H38ClFN5O3PSTa as an isolated structure, with properties calculated with ωB97M-V/def2-TZVPD.

```
93
Properties=species:S:1:pos:R:3:forces:R:3
Ta 0.0323 0.6242 -0.4092 -0.07 -0.46 -0.01
C -6.0580 -2.0285 -0.5916 -0.01 0.02 0.00
C -5.4103 -0.7173 -0.3575 -0.01 0.06 -0.02
N -6.0125 0.4015 -0.1095 0.08 -0.02 0.00
N -5.0012 1.3008 0.0404 -0.03 0.02 -0.03
C -3.7824 0.7727 -0.0931 -0.06 0.00 -0.04
S -2.3551 1.6993 0.0527 0.02 0.01 0.09
N -4.0384 -0.5301 -0.3535 0.05 -0.10 0.01
N -3.0557 -1.4977 -0.5008 0.03 0.06 -0.03
H -7.1350 -1.8853 -0.5932 0.00 0.00 0.00
H -5.8046 -2.7396 0.1964 0.00 0.00 0.00
H -5.7534 -2.4493 -1.5502 0.01 0.00 0.00
H -5.2024 2.2724 0.2146 -0.02 -0.01 0.00
H -3.3991 -2.3891 -0.1686 0.02 0.01 0.04
H -2.7410 -1.5385 -1.4639 -0.02 0.00 -0.01
C -2.2730 1.0016 6.0569 0.04 0.01 -0.04
C -2.8363 1.2809 4.8172 0.00 -0.02 0.03
C -2.0521 1.2539 3.6768 -0.02 0.01 -0.09
C -0.6949 0.9424 3.7605 -0.03 -0.01 0.00
C -0.1283 0.6963 5.0075 0.01 -0.01 0.01
C -0.9183 0.7223 6.1495 -0.03 0.01 0.00
P 0.3193 0.9844 2.2526 0.04 -0.03 0.26
C 1.9229 0.2590 2.6717 0.06 0.03 -0.12
C 2.0048 -1.0042 3.2590 0.02 0.03 0.06
C 3.2414 -1.6050 3.4373 -0.01 0.02 0.00
C 4.3982 -0.9578 3.0232 -0.02 -0.01 0.00
C 4.3198 0.2942 2.4301 -0.01 0.01 -0.01
C 3.0861 0.9015 2.2479 0.02 -0.02 0.03
C 0.5369 2.6838 1.7859 0.01 -0.09 -0.10
C 0.8505 3.8373 2.4923 0.02 0.11 0.03
C 0.9804 5.0128 1.7735 -0.02 -0.03 0.02
C 0.8062 5.0142 0.3870 -0.01 -0.03 0.03
C 0.4930 3.8525 -0.3007 -0.02 0.01 -0.02
C 0.3421 2.6527 0.4062 -0.02 0.32 -0.07
H -2.8867 1.0163 6.9477 0.00 0.01 0.00
H -3.8880 1.5259 4.7432 0.00 0.00 0.00
H -2.4892 1.4903 2.7130 0.01 -0.02 0.07
H 0.9289 0.4899 5.0999 0.01 -0.03 -0.01
H -0.4676 0.5279 7.1137 0.00 0.00 0.00
H 1.1083 -1.5184 3.5831 0.02 0.04 0.04
H 3.2987 -2.5819 3.8996 0.00 0.00 0.00
H 5.3619 -1.4293 3.1642 0.00 0.00 0.00
H 5.2195 0.8003 2.1066 0.00 0.00 0.00
H 3.0292 1.8730 1.7719 0.01 -0.01 0.00
H 0.9830 3.8185 3.5676 0.01 0.00 -0.01
H 1.2193 5.9366 2.2840 0.00 0.00 0.00
H 0.9174 5.9441 -0.1564 0.01 0.00 -0.01
H 0.3703 3.8825 -1.3757 -0.01 0.00 0.01
F 1.8314 0.7146 -0.8936 -0.02 -0.02 0.09
C 1.5028 3.3353 -6.2474 0.01 -0.02 0.00
C 2.0189 2.0429 -5.6825 -0.01 0.05 -0.02
C 3.3595 1.7057 -5.7429 0.02 0.02 -0.02
C 3.8159 0.5074 -5.2105 0.01 0.00 0.01
Cl 5.5063 0.1187 -5.2987 -0.01 0.00 0.00
C 2.9433 -0.3729 -4.6108 -0.01 -0.01 0.00
C 1.5912 -0.0534 -4.5394 -0.01 -0.01 0.00
C 1.1411 1.1433 -5.0730 0.01 -0.03 0.02
O -0.1780 1.5475 -5.0507 -0.01 0.00 0.00
C -1.0644 0.7580 -4.3231 -0.03 -0.01 -0.03
C -0.7652 0.7762 -2.8469 0.08 0.15 -0.02
O -1.1255 -0.1903 -2.0959 -0.01 0.03 0.06
O -0.1456 1.7188 -2.2935 -0.05 0.08 -0.19
H 2.3212 3.9366 -6.6382 0.00 0.00 0.00
H 0.9780 3.9113 -5.4844 0.00 0.00 0.01
H 0.7915 3.1527 -7.0542 0.00 0.00 0.00
H 4.0620 2.3845 -6.2086 0.00 0.00 0.00
H 3.3032 -1.3039 -4.1989 0.00 0.00 0.00
H 0.9246 -0.7678 -4.0700 0.02 0.01 0.00
H -1.0901 -0.2838 -4.6558 0.00 0.00 -0.01
H -2.0600 1.1841 -4.4654 -0.01 0.00 0.01
C 1.9874 -3.6816 -2.7850 -0.02 0.00 0.02
C 0.6040 -3.7060 -2.6427 0.03 -0.02 -0.03
C -0.0071 -2.9212 -1.6808 -0.06 0.07 0.01
C 0.7522 -2.0893 -0.8627 0.00 0.00 0.15
C 2.1348 -2.0794 -0.9964 0.05 0.03 0.03
C 2.7496 -2.8752 -1.9540 -0.01 -0.01 -0.01
N 0.1250 -1.3032 0.1898 -0.03 -0.19 -0.09
C -0.2525 -2.0835 1.3129 -0.01 0.07 -0.06
C 0.4183 -3.2639 1.6416 0.03 -0.07 -0.03
C 0.0712 -3.9717 2.7793 -0.03 -0.03 0.03
C -0.9464 -3.5256 3.6164 0.02 0.01 -0.04
C -1.6392 -2.3733 3.2777 0.06 0.00 -0.03
C -1.3093 -1.6750 2.1233 -0.07 0.06 -0.03
H 2.4664 -4.3001 -3.5325 0.00 0.00 0.00
H 0.0051 -4.3477 -3.2757 0.00 0.00 0.00
H -1.0798 -2.9572 -1.5466 0.01 -0.02 0.00
H 2.7264 -1.4542 -0.3396 -0.01 -0.01 -0.01
H 3.8282 -2.8662 -2.0426 0.00 0.00 0.00
H 1.2321 -3.6150 1.0212 -0.01 0.00 0.02
H 0.6127 -4.8768 3.0229 0.00 0.00 0.00
H -1.2022 -4.0780 4.5103 0.00 0.00 0.00
H -2.4429 -2.0101 3.9066 0.00 0.00 0.00
H -1.8834 -0.8056 1.8310 0.02 -0.01 0.03
```
Forces are in eV/Å.

Properties
- Electronic energy: -94677.908 eV
- HOMO energy: -10.35 eV
- HOMO-LUMO gap: 7.4544 eV
- Total charge: +1


Entry 2:
Below is C42H38ClGeNO5SW as an isolated structure in a non-equilibrium geometry, with properties calculated with ωB97M-V/def2-TZVPD.

```
90
Properties=species:S:1:pos:R:3:forces:R:3
W 0.1009 -0.4832 -0.3249 1.12 -0.08 -0.26
O 4.0285 -2.1886 -0.2763 0.05 0.03 0.00
C 3.1639 -1.3869 0.0123 -0.07 -0.09 0.04
O 2.0015 -1.3651 -0.5904 0.30 -0.15 -0.18
C 3.3544 -0.4194 1.1460 -0.05 0.00 -0.02
C 4.2639 -0.7618 2.1405 0.01 0.01 0.02
C 4.4699 0.0661 3.2324 0.00 -0.01 0.00
C 3.7688 1.2599 3.3266 -0.01 0.01 0.01
C 2.8688 1.6196 2.3348 0.01 0.02 0.01
C 2.6519 0.7842 1.2408 0.02 0.03 0.05
S 1.5515 1.3629 -0.0175 0.16 0.21 0.00
H 4.8084 -1.6905 2.0292 -0.01 0.01 -0.01
H 5.1781 -0.2146 4.0012 -0.01 0.00 0.00
H 3.9213 1.9183 4.1731 0.00 -0.01 -0.01
H 2.3255 2.5548 2.4003 0.01 -0.02 -0.02
N 0.2131 -2.6158 0.4497 0.09 -0.07 -0.19
H -0.5680 -3.2006 0.7287 -0.19 0.06 -0.05
H 0.8322 -2.5339 1.2486 0.04 -0.17 0.04
H 0.7216 -3.0584 -0.3111 -0.01 -0.16 0.06
C -1.7633 0.3593 -1.0064 -0.09 0.14 0.02
C -1.4320 1.8262 -0.8539 -0.15 0.00 -0.14
C -0.8630 2.5488 -1.9025 -0.02 0.01 -0.03
C -0.5286 3.8879 -1.7499 0.00 -0.02 0.00
C -0.7599 4.5306 -0.5457 -0.02 0.02 0.03
C -1.3521 3.8307 0.5029 0.04 0.02 -0.01
C -1.6755 2.4987 0.3475 -0.02 0.01 -0.02
H -1.9276 0.1139 -2.0538 -0.05 -0.04 -0.06
H -2.6511 0.1045 -0.4336 -0.04 0.00 0.02
H -0.6615 2.0508 -2.8412 0.00 0.02 0.00
H -0.0761 4.4234 -2.5751 -0.01 -0.01 0.01
H -0.4887 5.5713 -0.4213 0.00 -0.01 0.00
H -1.5467 4.3256 1.4468 0.00 0.00 -0.02
H -2.0971 1.9522 1.1796 -0.01 -0.01 0.03
C -1.4042 -0.3489 -5.0716 -0.01 0.08 -0.02
C -0.5681 -0.7802 -6.2461 -0.03 0.01 -0.05
C -1.1578 -0.9533 -7.4954 -0.02 0.05 0.01
C -0.3948 -1.2753 -8.6026 -0.01 0.00 -0.03
Cl -1.1754 -1.4735 -10.1458 0.02 0.00 0.02
C 0.9775 -1.4257 -8.5055 0.01 -0.01 0.00
C 1.5741 -1.2767 -7.2652 -0.01 -0.03 -0.01
C 0.8093 -0.9748 -6.1483 0.02 -0.04 -0.01
O 1.4810 -0.8323 -4.9520 -0.02 0.05 0.06
C 1.1423 -1.7658 -3.9509 -0.11 -0.11 -0.06
C 0.4807 -1.1354 -2.7614 -0.15 0.34 -0.07
O -0.2099 -1.8621 -1.9605 0.12 -0.11 -0.13
O 0.6592 0.0638 -2.4569 0.03 -0.13 -0.11
H -2.2758 0.2052 -5.4187 -0.03 -0.05 0.00
H -0.8399 0.3087 -4.4110 0.02 -0.02 -0.04
H -1.7663 -1.1951 -4.4814 0.03 -0.02 0.00
H -2.2249 -0.8069 -7.6081 0.02 -0.01 0.00
H 1.5648 -1.6629 -9.3818 -0.01 0.00 0.01
H 2.6425 -1.3960 -7.1416 -0.01 0.00 -0.01
H 2.0595 -2.2151 -3.5554 0.03 0.00 -0.01
H 0.5072 -2.5666 -4.3332 -0.01 -0.03 -0.02
C -0.3718 -0.2444 1.4621 -0.90 0.10 1.16
Ge -1.7572 -1.2912 2.4105 -0.23 0.08 -0.15
C -3.1749 -2.0869 1.2769 0.00 -0.02 -0.01
C -3.0392 -2.5850 -0.0221 -0.08 0.10 0.02
C -4.1087 -3.1492 -0.7028 -0.04 -0.02 0.01
C -5.3530 -3.2392 -0.0964 0.01 0.00 -0.02
C -5.5146 -2.7530 1.1905 0.00 0.01 0.02
C -4.4409 -2.1811 1.8619 -0.01 -0.11 0.08
C -2.7387 -0.1512 3.6557 0.09 -0.02 0.14
C -3.5807 0.8713 3.2155 -0.04 -0.05 -0.03
C -4.3153 1.6276 4.1158 0.02 0.01 0.03
C -4.2241 1.3685 5.4780 -0.01 0.01 -0.02
C -3.4015 0.3489 5.9307 0.02 0.01 0.00
C -2.6650 -0.4051 5.0240 0.04 0.06 0.05
C -0.8865 -2.7365 3.3964 0.08 -0.06 -0.06
C -1.3529 -4.0482 3.3101 -0.05 0.02 0.07
C -0.6844 -5.0834 3.9527 0.01 0.01 0.00
C 0.4632 -4.8184 4.6865 0.00 -0.01 -0.01
C 0.9401 -3.5173 4.7815 -0.02 -0.01 -0.01
C 0.2705 -2.4858 4.1376 0.05 0.03 -0.02
H -0.0766 0.5971 2.0835 -0.15 0.12 -0.04
H -2.1149 -2.5040 -0.5711 0.21 0.03 -0.03
H -3.9666 -3.5060 -1.7157 0.00 -0.01 0.02
H -6.1900 -3.6762 -0.6262 0.01 0.00 0.01
H -6.4799 -2.8106 1.6783 0.01 0.00 -0.01
H -4.6059 -1.8101 2.8662 0.04 0.04 0.01
H -3.7006 1.0662 2.1560 0.01 -0.03 -0.01
H -4.9659 2.4140 3.7540 0.01 0.00 0.00
H -4.8002 1.9557 6.1821 0.01 0.00 -0.01
H -3.3311 0.1368 6.9902 -0.01 0.00 -0.01
H -2.0294 -1.2015 5.3961 -0.02 0.00 -0.03
H -2.2527 -4.2665 2.7427 0.03 0.01 0.00
H -1.0602 -6.0963 3.8769 0.01 0.01 0.01
H 0.9891 -5.6254 5.1805 -0.01 0.01 0.00
H 1.8369 -3.3064 5.3508 -0.01 -0.01 -0.01
H 0.6674 -1.4769 4.2078 -0.02 -0.01 -0.02
```
Forces are in eV/Å.

Properties
- Electronic energy: -137598.356 eV
- HOMO energy: -8.18 eV
- HOMO-LUMO gap: 7.1715 eV
- Total charge: 0


Entry 3:
Below is C42H38CrN14OPS3 as an isolated structure, with properties calculated with ωB97M-V/def2-TZVPD.

```
100
Properties=species:S:1:pos:R:3:forces:R:3
Cr 0.1104 0.2099 0.3467 -0.80 0.44 -0.27
C 4.7500 2.7723 -1.2496 -0.19 -0.08 0.00
N 3.5025 2.0102 -1.3567 0.26 0.02 -0.05
C 2.8966 1.6456 -2.5287 0.06 0.10 0.06
C 1.7685 0.9686 -2.1827 -0.08 -0.08 0.21
N 1.6729 0.9254 -0.8198 -0.12 -0.12 -0.15
C 2.7343 1.5546 -0.3422 0.09 -0.01 -0.12
P 3.1097 1.7364 1.4207 0.06 -0.05 0.07
C 1.4995 2.4463 1.8738 0.00 -0.11 -0.02
N 0.3572 1.8726 1.5384 -0.35 0.22 -0.02
C -0.6540 2.6619 2.0350 0.20 -0.12 -0.05
C -0.0935 3.7256 2.6732 0.13 0.04 0.01
N 1.2667 3.5759 2.5679 0.15 0.32 0.15
C 2.2743 4.5185 3.0681 -0.14 -0.13 -0.05
C 2.6873 0.0085 1.8677 -0.02 -0.16 0.03
N 1.5965 -0.6453 1.4894 -0.18 -0.24 -0.04
C 1.6641 -1.9132 2.0092 -0.07 0.19 -0.06
C 2.8174 -2.0245 2.7165 0.20 0.19 0.03
N 3.4524 -0.8051 2.6196 0.34 -0.21 0.22
C 4.7452 -0.4761 3.2349 -0.18 -0.06 -0.08
H 5.1648 2.8925 -2.2448 -0.01 -0.02 -0.04
H 4.5603 3.7560 -0.8277 -0.03 0.04 0.02
H 5.4695 2.2430 -0.6313 0.01 -0.04 0.03
H 3.3044 1.9015 -3.4925 0.01 -0.01 0.06
H 1.0357 0.5187 -2.8228 -0.11 -0.03 -0.05
H -1.6960 2.4180 1.8954 0.17 0.03 0.04
H -0.5404 4.5629 3.1824 0.05 -0.01 -0.02
H 1.7752 5.2626 3.6798 -0.03 0.01 0.02
H 3.0102 3.9989 3.6758 0.00 -0.03 0.01
H 2.7708 5.0182 2.2399 -0.01 0.01 -0.04
H 0.8840 -2.6439 1.8505 0.04 0.14 0.03
H 3.2375 -2.8481 3.2692 0.01 0.06 -0.01
H 5.0894 -1.3434 3.7882 0.00 -0.03 0.01
H 5.4778 -0.2301 2.4713 0.01 0.00 -0.05
H 4.6391 0.3597 3.9207 -0.03 0.03 0.02
N -1.6138 -2.7174 -2.1942 -0.01 -0.25 -0.29
C -1.5789 -1.7119 -1.3394 0.07 0.03 0.35
N -0.3468 -1.5717 -0.8681 0.40 -0.06 -0.22
C 0.3530 -2.5553 -1.5459 0.34 0.11 0.08
N -0.3933 -3.2591 -2.3605 -0.12 0.36 -0.09
C 1.7874 -2.9067 -1.3976 -0.23 0.15 -0.03
C 2.2276 -4.1769 -1.7690 0.01 -0.20 -0.09
N 3.5076 -4.5190 -1.6913 -0.02 0.13 0.06
C 4.3479 -3.5930 -1.2334 -0.04 -0.16 -0.07
C 3.9021 -2.3409 -0.8439 -0.07 0.11 0.05
N 2.6219 -1.9934 -0.9251 0.15 0.16 0.00
H -2.3918 -3.0357 -2.7509 -0.01 0.00 0.01
H -2.4304 -1.0922 -1.1145 0.08 0.00 -0.05
H 1.5254 -4.9220 -2.1254 0.02 0.02 0.03
H 5.3971 -3.8593 -1.1795 -0.02 0.00 0.01
H 4.5940 -1.5966 -0.4592 -0.02 -0.02 -0.04
O -1.1338 1.0204 -0.6438 0.28 -0.66 0.12
C -1.7190 1.9966 -1.4757 -0.20 0.38 -0.06
C -2.4284 1.2969 -2.6349 -0.03 -0.03 0.12
C -1.9804 0.2578 -3.3953 0.01 0.00 -0.27
C -2.8775 -0.1030 -4.4409 0.07 0.02 0.07
C -3.9908 0.6821 -4.4487 -0.01 -0.03 0.03
S -3.9596 1.8334 -3.1920 -0.07 0.11 0.01
C -0.7006 2.9740 -2.0549 0.03 -0.05 0.02
C -0.4722 3.2438 -3.3724 0.05 0.12 -0.09
C 0.5375 4.2293 -3.5850 -0.12 -0.09 -0.04
C 1.0623 4.6889 -2.4197 -0.03 -0.01 0.00
S 0.3244 3.9492 -1.0656 -0.10 0.00 0.19
C -2.7596 2.7217 -0.6356 0.05 0.00 0.09
C -3.1933 4.0065 -0.7140 -0.04 0.14 0.01
C -4.2822 4.2824 0.1725 0.06 0.02 -0.09
C -4.6505 3.1951 0.8972 0.08 0.01 -0.02
S -3.6773 1.8327 0.5226 -0.21 -0.18 -0.11
H -1.0413 -0.2473 -3.2320 0.14 0.12 -0.04
H -2.6949 -0.8943 -5.1553 0.00 0.03 0.01
H -4.8315 0.6425 -5.1251 0.05 -0.01 0.03
H -1.0139 2.7646 -4.1766 0.02 0.02 0.04
H 0.8362 4.5861 -4.5609 0.00 -0.03 0.04
H 1.8178 5.4480 -2.2791 -0.04 -0.03 -0.02
H -2.7651 4.7365 -1.3898 -0.02 -0.04 0.04
H -4.7668 5.2461 0.2526 0.04 -0.05 -0.01
H -5.4323 3.1175 1.6380 0.05 0.01 -0.04
C -1.4464 -0.9366 4.3103 0.00 -0.02 -0.01
C -0.8003 -0.3619 3.2385 -0.13 0.00 0.00
N -1.1633 -0.5870 1.9604 0.18 0.07 -0.03
C -2.1975 -1.3986 1.7616 0.21 0.22 -0.22
C -2.8828 -2.0529 2.7643 -0.22 -0.09 0.26
C -2.5057 -1.8023 4.0721 -0.03 -0.01 0.09
C -3.9924 -2.9622 2.4211 -0.07 0.38 0.39
C -3.9749 -3.9492 1.5376 -0.01 -0.43 -0.33
C -2.8372 -4.4705 0.7493 -0.19 0.13 0.20
C -3.0764 -5.4265 -0.2261 -0.06 -0.12 -0.14
C -1.9872 -5.9168 -0.9261 0.21 0.01 0.01
N -0.7421 -5.5095 -0.6770 -0.18 -0.05 0.31
C -0.6202 -4.6016 0.2889 -0.29 -0.31 0.11
N -1.5920 -4.0488 1.0088 0.32 -0.24 -0.20
H -1.1167 -0.7163 5.3164 -0.02 0.00 -0.02
H 0.0259 0.3131 3.3992 0.06 -0.02 -0.03
H -2.5081 -1.5632 0.7488 -0.02 0.03 -0.05
H -3.0207 -2.2864 4.8935 0.02 0.03 -0.02
H -4.9215 -2.7889 2.9576 0.06 -0.02 -0.01
H -4.9016 -4.4967 1.3959 0.06 0.02 -0.04
H -4.0778 -5.7853 -0.4285 0.04 0.02 0.02
H -2.1115 -6.6588 -1.7075 0.03 0.00 0.03
H 0.3937 -4.2835 0.5174 -0.04 -0.05 -0.01
```
Forces are in eV/Å.

Properties
- Electronic energy: -137284.774 eV
- HOMO energy (alpha / beta): -12.99 / -12.99 eV
- HOMO-LUMO gap (alpha / beta): 7.4380 / 7.8469 eV
- Multiplicity: 2
- Total charge: +2


> Look up the electronic energy of the second one.

-137598.356 eV


> Which formula does entry 1 have?

C42H38ClFN5O3PSTa


> Number 2 is which compound?

C42H38ClGeNO5SW


> electronic energy of number 2 (C42H38ClGeNO5SW)?

-137598.356 eV